Version 1
ORCA calculation (ωB97M-V/def2-TZVPD) on an isolated molecule of C3H5NOS2.

Properties
**Gap between HOMO and LUMO**: 8.68 eV
**Net charge**: 0

```
12
Properties=species:S:1:pos:R:3:nbo_charge:R:1
S 0.59 -1.60 0.04 0.318
S 3.36 -0.79 -0.21 0.059
O -3.04 -0.19 -0.15 -0.562
N -1.91 -0.95 -0.49 -0.098
C -1.01 -0.85 0.41 -0.143
C 1.83 -0.33 -0.05 -0.274
C 1.32 1.06 -0.02 -0.704
H -1.07 -0.26 1.33 0.202
H 0.56 1.18 -0.78 0.240
H 2.14 1.71 -0.22 0.242
H -3.71 -0.38 -0.80 0.481
H 0.93 1.40 0.94 0.240
```

***

Version 2
ORCA calculation (ωB97M-V/def2-TZVPD) on an isolated molecule of C3H5NOS2.

Properties
**Gap between HOMO and LUMO**: 8.10 eV
**Net charge**: 0

```
12
Properties=species:S:1:pos:R:3:nbo_charge:R:1
S -0.17 1.22 1.48 0.237
S -0.64 -1.27 -2.08 -0.164
O -2.35 0.22 0.80 -0.511
N 0.32 0.16 0.19 -0.502
C -0.63 -0.23 -0.68 0.049
C 1.62 -0.45 0.12 -0.429
C -2.06 0.09 -0.37 0.371
H 2.23 -0.08 -0.70 0.225
H 2.01 -0.56 1.09 0.225
H 1.03 2.07 1.42 0.103
H -2.74 0.30 -1.16 0.166
H 1.38 -1.47 -0.13 0.230
```

***

It is version 1 that is the least stable of them.

***

Version 1
ORCA calculation (ωB97M-V/def2-TZVPD) on a cluster of 3 separate species, C3H15N2O2S in total.

Properties
**Gap between HOMO and LUMO**: 9.67 eV
**Net charge**: +1

```
23
Properties=species:S:1:pos:R:3:nbo_charge:R:1
S -2.43 2.18 -0.42 -0.006
O 2.91 0.56 -1.50 -0.948
O -2.25 -2.30 -0.40 -0.971
N -0.06 -0.56 -0.82 -0.734
N 1.88 -0.64 0.89 -0.857
C -0.11 0.62 0.15 -0.064
C 0.72 0.15 1.36 -0.248
C -1.55 0.92 0.53 -0.572
H 0.01 -0.42 1.96 0.203
H 1.10 0.98 1.96 0.219
H 2.53 0.05 0.50 0.394
H 0.32 1.46 -0.39 0.230
H 2.34 -0.96 1.74 0.387
H 3.48 1.25 -1.86 0.495
H -2.32 3.15 0.49 0.148
H -0.91 -1.15 -0.79 0.470
H 2.29 0.44 -2.23 0.461
H -1.60 1.11 1.60 0.253
H -3.11 -2.29 -0.84 0.504
H -2.13 -0.01 0.47 0.242
H 0.76 -1.14 -0.54 0.467
H 0.23 -0.19 -1.71 0.422
H -2.11 -3.21 -0.14 0.504
```

***

Version 2
ORCA calculation (ωB97M-V/def2-TZVPD) on a cluster of 3 separate species, C3H15N2O2S in total.

Properties
**Gap between HOMO and LUMO**: 9.57 eV
**Net charge**: +1

```
23
Properties=species:S:1:pos:R:3:nbo_charge:R:1
S 2.78 -0.17 -0.90 -0.011
O -0.48 3.25 -0.45 -0.973
O -2.37 -2.46 -0.46 -0.955
N -1.96 -0.78 1.56 -0.894
N -0.85 0.43 -0.62 -0.714
C 1.46 0.39 0.24 -0.541
C 0.12 -0.37 0.21 -0.079
C -0.56 -0.46 1.61 -0.235
H -2.56 -0.32 2.23 0.399
H -0.41 0.53 2.09 0.204
H -1.02 4.03 -0.27 0.507
H -2.69 -3.32 -0.79 0.503
H -1.15 -0.08 -1.44 0.426
H 0.06 -1.11 2.24 0.207
H 0.16 -1.38 -0.19 0.240
H -1.75 0.52 -0.11 0.452
H 3.36 -1.05 -0.05 0.147
H 0.26 3.62 -0.92 0.492
H -2.19 -1.74 1.31 0.421
H 1.31 1.42 -0.06 0.222
H -2.49 -1.83 -1.14 0.464
H 1.81 0.41 1.27 0.249
H -0.54 1.40 -0.77 0.469
```

***

It is version 2 that is the least stable of them.

***

Version 1
ORCA calculation (ωB97M-V/def2-TZVPD) on the ion C6H8N3O with charge +1.

Properties
**Gap between HOMO and LUMO**: 9.15 eV
**Net charge**: +1

```
18
Properties=species:S:1:pos:R:3:nbo_charge:R:1
O -0.06 -2.29 0.15 -0.612
N -2.15 -1.50 0.01 -0.758
N 1.09 0.39 0.21 -0.257
N -0.40 -0.02 -0.04 -0.221
C -0.85 -1.25 0.04 0.792
C 3.02 -1.18 -0.19 -0.176
C 1.08 1.77 0.15 0.000
C -1.18 1.21 -0.08 -0.266
C 2.08 -0.44 -0.05 0.069
C -0.13 2.29 0.03 -0.239
H -0.39 3.33 0.01 0.259
H -2.84 -0.78 -0.11 0.431
H 3.86 -1.81 -0.32 0.268
H -2.44 -2.47 0.03 0.446
H -1.88 1.25 0.76 0.227
H 0.90 -2.08 0.16 0.539
H -1.73 1.30 -1.02 0.233
H 2.03 2.27 0.25 0.265
```

***

Version 2
ORCA calculation (ωB97M-V/def2-TZVPD) on a cluster of 2 separate species, C6H8N3O in total.

Properties
**Gap between HOMO and LUMO (alpha / beta)**: 7.78 / 7.78 eV
**Net charge**: +1

```
18
Properties=species:S:1:pos:R:3:nbo_charge:R:1
O 2.65 -0.84 0.25 -0.461
N -1.07 0.79 0.17 -0.605
N 1.33 0.95 0.08 -0.443
N -3.07 2.19 -0.04 -0.259
C 2.62 0.34 0.11 0.704
C -2.11 1.58 0.06 0.374
C 3.70 1.32 -0.07 -0.721
C -2.40 -1.88 -0.61 -0.771
C -2.09 -1.33 0.67 0.217
C 0.15 0.86 0.12 0.792
H 3.80 1.56 -1.13 0.270
H -3.08 -1.26 -1.21 0.296
H -3.00 -2.78 -0.38 0.348
H -1.53 -2.23 -1.17 0.278
H 3.48 2.25 0.46 0.256
H 4.64 0.89 0.27 0.267
H -2.84 -0.78 1.22 0.232
H -1.20 -1.63 1.21 0.226
```

***

It is version 2 that is the least stable of them.

***

Version 1
ORCA calculation (ωB97M-V/def2-TZVPD) on a cluster of 2 separate species, C5H13N2S in total.

Properties
**Gap between HOMO and LUMO**: 6.62 eV
**Net charge**: -1

```
21
Properties=species:S:1:pos:R:3:nbo_charge:R:1
S -1.33 0.59 0.38 -0.717
N 0.11 -0.80 2.99 -0.867
N 1.66 -2.35 2.06 -0.539
C -0.97 0.52 -2.85 -0.611
C -0.49 1.81 -0.72 -0.503
C 1.61 -1.65 0.79 -0.466
C 0.94 -1.88 3.00 0.267
C -1.10 1.85 -2.12 -0.405
H -0.56 2.60 -2.72 0.166
H -1.32 0.60 -3.89 0.176
H -1.58 -0.23 -2.36 0.232
H 1.06 -2.39 3.96 0.142
H 0.63 -1.76 0.30 0.218
H 0.07 0.19 -2.87 0.190
H -0.56 2.80 -0.25 0.179
H 0.58 1.56 -0.75 0.172
H 1.68 -0.56 0.90 0.187
H 2.41 -2.00 0.15 0.175
H -0.30 -0.34 2.16 0.444
H -0.40 -0.71 3.84 0.366
H -2.14 2.16 -2.01 0.194
```

***

Version 2
ORCA calculation (ωB97M-V/def2-TZVPD) on the ion C5H13N2S with charge -1.

Properties
**Gap between HOMO and LUMO**: 6.23 eV
**Net charge**: -1

```
21
Properties=species:S:1:pos:R:3:nbo_charge:R:1
S -2.21 1.70 -1.33 -0.727
N 0.12 0.83 0.69 -0.670
N -0.12 -2.31 -0.07 -0.623
C 0.83 2.09 0.78 -0.411
C -0.52 1.13 -1.70 -0.536
C 0.41 -2.22 1.30 -0.419
C -0.83 -1.08 -0.49 -0.231
C 0.01 0.18 -0.62 -0.068
H 1.38 2.15 1.73 0.163
H -1.65 -0.94 0.19 0.202
H 0.33 -3.22 1.74 0.166
H -1.28 -1.23 -1.47 0.205
H -0.83 0.94 1.04 0.374
H 0.70 -2.33 -0.67 0.331
H 1.05 -0.08 -0.87 0.152
H -0.38 0.64 -2.67 0.170
H 0.17 2.95 0.84 0.189
H 1.52 2.25 -0.05 0.183
H 0.16 2.00 -1.69 0.174
H 1.42 -1.85 1.45 0.175
H -0.26 -1.59 1.88 0.201
```

***

Version 3
ORCA calculation (ωB97M-V/def2-TZVPD) on the ion C5H13N2S with charge -1.

Properties
**Gap between HOMO and LUMO**: 5.99 eV
**Net charge**: -1

```
21
Properties=species:S:1:pos:R:3:nbo_charge:R:1
S -2.98 -1.38 1.34 -0.723
N 1.13 1.54 -2.45 -0.856
N 0.59 0.18 0.16 -0.650
C -1.87 -0.02 0.95 -0.550
C -0.40 -0.45 1.11 -0.057
C 0.37 0.33 -2.26 -0.221
C 0.19 -0.22 2.53 -0.638
C 0.72 -0.60 -1.10 -0.246
H 1.68 -1.08 -1.22 0.167
H 0.69 2.38 -2.13 0.363
H -0.03 -1.40 -1.07 0.207
H -0.71 0.49 -2.24 0.202
H 1.44 0.13 0.69 0.342
H 0.64 0.78 2.63 0.188
H 2.07 1.54 -2.08 0.352
H -2.19 0.87 1.50 0.191
H -0.35 -1.54 1.06 0.182
H 0.42 -0.24 -3.21 0.153
H -0.56 -0.61 3.23 0.243
H 1.07 -0.85 2.70 0.174
H -1.93 0.13 -0.13 0.177
```

***

It is version 3 that is the least stable of them.